{"formula": "C9H10N2", "method": "wB97M-V/def2-TZVPD", "symbols": ["C", "C", "C", "C", "C", "C", "C", "C", "C", "N", "N", "H", "H", "H", "H", "H", "H", "H", "H", "H", "H"], "coordinates": [[-0.15, -1.33, -0.76], [-1.22, -1.62, -0.01], [-1.31, 0.60, 0.94], [-0.04, 0.83, 0.30], [0.57, -0.03, -0.66], [-1.92, -0.58, 0.80], [0.57, 1.97, 0.73], [1.33, 2.91, 1.08], [2.38, -0.57, -2.15], [1.63, 0.34, -1.24], [-3.17, -0.88, 1.41], [0.31, -2.19, -1.29], [-1.59, -2.61, 0.09], [-1.67, 1.26, 1.69], [1.45, 3.95, 0.62], [1.82, 2.70, 1.97], [1.90, -1.32, -2.76], [3.01, -0.01, -2.87], [2.90, -1.38, -1.57], [-3.48, -1.81, 1.37], [-3.33, -0.23, 2.29]], "e_homo_ev": [-5.45, -8.84], "energy_ev": -12469.642, "de_lowest_kj_mol": 71.92, "spin_multiplicity": 3, "s_squared": 2.030}

---

{"formula": "C9H10N2NiS", "method": "wB97M-V/def2-TZVPD", "symbols": ["C", "C", "C", "C", "C", "Ni", "C", "C", "C", "N", "H", "H", "H", "H", "H", "H", "H", "H", "H", "H", "S", "C", "N"], "coordinates": [[1.16, 0.92, -1.72], [2.02, 0.05, -0.94], [2.07, 0.57, 0.37], [1.25, 1.71, 0.45], [0.66, 1.95, -0.81], [0.27, 0.15, -0.08], [0.04, -2.06, 0.68], [-0.41, -1.82, -0.54], [-0.91, -2.27, -1.69], [-1.46, 0.48, 0.24], [2.47, 0.06, 1.27], [2.49, -0.87, -1.30], [1.02, 2.26, 1.37], [-0.04, 2.77, -1.05], [1.03, 0.91, -2.82], [1.06, -2.39, 0.84], [-2.25, 0.36, -0.40], [-0.61, -2.22, 1.52], [-0.89, -3.30, -2.02], [-1.35, -1.62, -2.45], [-2.05, 0.39, 1.98], [-2.66, 1.67, 3.06], [-2.93, 2.30, 4.05]], "total_charge": -2, "e_homo_ev": [3.48, -0.46], "energy_ev": -64345.301, "spin_multiplicity": 3, "s_squared": 2.023}

---

{"formula": "C9H10N2O2S", "method": "wB97M-V/def2-TZVPD", "symbols": ["C", "C", "C", "C", "C", "C", "C", "C", "C", "N", "N", "O", "O", "S", "H", "H", "H", "H", "H", "H", "H", "H", "H", "H"], "coordinates": [[0.10, 3.00, 1.65], [-0.80, 2.41, 0.67], [1.34, 2.39, 1.78], [-0.57, 1.23, 0.13], [1.59, 1.13, 1.23], [0.63, 0.48, 0.35], [-0.26, -1.79, -0.87], [0.89, 2.33, -2.48], [0.92, -0.84, 0.07], [-1.56, -1.65, -0.76], [0.26, -3.00, -1.23], [1.83, 2.25, -1.82], [0.00, 2.43, -3.20], [2.58, -1.49, -0.21], [0.01, 3.99, 2.01], [-1.80, 2.99, 0.48], [2.15, 2.88, 2.21], [-1.06, 0.91, -0.71], [2.62, 0.79, 1.39], [-1.85, -0.86, -0.24], [-2.16, -2.41, -0.98], [1.25, -3.10, -1.06], [-0.30, -3.35, -1.98], [2.88, -1.06, -1.50]], "e_homo_ev": [-6.41, -6.41], "energy_ev": -27403.157, "de_lowest_kj_mol": 315.26, "smiles": "NC(N)=C(S)c1ccccc1.O=C=O"}

---

{"formula": "C9H10N2O2S2", "method": "wB97M-V/def2-TZVPD", "symbols": ["C", "C", "C", "C", "C", "C", "C", "C", "C", "N", "N", "O", "O", "S", "S", "H", "H", "H", "H", "H", "H", "H", "H", "H", "H"], "coordinates": [[-2.57, -0.50, 2.38], [-2.40, 0.76, 1.72], [-1.68, -1.54, 2.33], [-1.33, 0.86, 0.92], [-0.53, -1.25, 1.65], [-0.34, -0.11, 0.96], [0.87, -0.44, -2.07], [0.91, 0.88, -1.94], [0.96, 0.11, 0.20], [1.07, -1.05, -0.71], [0.89, 1.32, -0.55], [0.86, -1.23, -3.17], [1.03, 1.81, -2.88], [2.35, -2.14, -0.48], [1.96, 2.73, -0.29], [-3.53, -0.65, 2.85], [-3.22, 1.33, 1.66], [-1.89, -2.45, 2.86], [-1.25, 1.72, 0.30], [0.21, -2.08, 1.69], [1.87, 0.14, 0.92], [0.42, -1.99, -2.87], [0.14, 2.30, -2.80], [3.32, -1.37, -1.00], [1.85, 2.85, -1.67]], "e_homo_ev": -7.71, "energy_ev": -38237.216, "de_lowest_kj_mol": 283.06, "smiles": "OC1=C(O)N(S)C(c2ccccc2)N1S"}

---

{"formula": "C9H10N2O4", "method": "wB97M-V/def2-TZVPD", "symbols": ["C", "C", "H", "H", "O", "C", "O", "C", "O", "N", "N", "C", "C", "C", "C", "C", "O", "H", "H", "H", "H", "H", "H", "H", "H"], "coordinates": [[-5.75, -1.23, 0.09], [-4.76, -0.01, -0.02], [-4.94, 0.70, -0.94], [-5.03, 0.60, 0.84], [-3.52, -0.61, -0.17], [-2.69, 0.42, 0.03], [-2.93, 1.57, 0.14], [-1.23, -0.06, -0.15], [-1.04, -1.25, -0.13], [-0.27, 0.89, -0.03], [0.98, 1.13, 0.00], [1.62, -0.06, -0.13], [3.17, -0.28, -0.13], [4.04, 1.06, 0.03], [5.31, 0.40, -0.13], [5.07, -0.97, 0.11], [3.88, -1.42, 0.03], [5.81, -1.80, 0.06], [6.35, 1.05, -0.06], [3.72, 2.05, 0.12], [1.24, -1.16, -0.12], [-0.82, 1.97, 0.13], [-5.60, -1.71, 0.94], [-5.67, -1.79, -0.70], [-6.85, -0.76, -0.24]], "e_homo_ev": -7.66, "energy_ev": -20657.496, "de_lowest_kj_mol": 675.53}

---

{"formula": "C9H10N2S", "method": "wB97M-V/def2-TZVPD", "symbols": ["C", "C", "C", "C", "C", "C", "C", "C", "C", "N", "N", "S", "H", "H", "H", "H", "H", "H", "H", "H", "H", "H"], "coordinates": [[2.99, 1.74, -0.99], [2.98, 0.49, -1.67], [1.90, 1.70, -0.20], [-0.67, 0.92, 0.74], [-1.73, 0.52, 1.46], [-0.30, -1.51, -0.17], [0.15, -0.07, 0.07], [-2.07, -0.92, 1.51], [-1.63, -1.78, 0.30], [1.92, -0.21, -1.37], [1.31, 0.48, -0.41], [-2.78, -1.48, -1.19], [3.62, 2.55, -1.00], [3.56, 0.02, -2.43], [1.64, 2.55, 0.44], [-0.41, 1.95, 0.68], [-2.34, 1.02, 2.11], [0.41, -2.04, -0.72], [-1.57, -1.56, 2.32], [-3.13, -1.06, 1.87], [-1.84, -2.73, 0.53], [-2.01, -0.56, -1.87]], "e_homo_ev": [-7.61, -7.61], "energy_ev": -23307.255, "de_lowest_kj_mol": 338.25, "smiles": "S[C@H]1C=C(n2cccn2)C=CC1"}

---

{"formula": "C9H10N2S2", "method": "wB97M-V/def2-TZVPD", "symbols": ["C", "C", "C", "C", "C", "C", "C", "C", "C", "N", "N", "S", "S", "H", "H", "H", "H", "H", "H", "H", "H", "H", "H"], "coordinates": [[4.31, 0.26, -0.27], [3.03, 0.88, -0.24], [4.13, -1.06, -0.26], [1.97, 0.01, 0.13], [0.57, 0.25, 0.20], [-0.27, 1.40, 0.12], [-1.95, -0.25, 0.13], [-2.97, -0.55, 1.24], [-2.58, -0.61, -1.23], [-0.76, -1.07, 0.28], [-1.58, 1.10, 0.28], [0.33, 2.97, -0.02], [2.58, -1.62, 0.10], [5.26, 0.73, -0.13], [2.72, 1.84, -0.40], [4.84, -1.88, -0.25], [-3.74, 0.06, 1.12], [-2.45, -0.60, 2.12], [-3.38, -1.55, 1.19], [-2.46, -1.67, -1.35], [-1.88, -0.12, -1.87], [-3.55, -0.40, -1.45], [-2.16, 1.87, 0.55]], "e_homo_ev": [-7.99, -7.98], "energy_ev": -34140.538, "de_lowest_kj_mol": 529.11}

---

{"formula": "C9H10N3O3", "method": "wB97M-V/def2-TZVPD", "symbols": ["C", "C", "C", "C", "C", "C", "C", "C", "C", "N", "N", "N", "O", "O", "O", "H", "H", "H", "H", "H", "H", "H", "H", "H", "H"], "coordinates": [[-1.04, -1.19, 0.01], [-1.01, 0.73, 1.46], [-1.55, -0.48, 1.17], [-0.08, -0.91, -0.90], [0.93, 1.21, -1.58], [2.92, 1.23, -0.73], [-0.16, 1.82, 1.54], [-2.62, -0.96, 2.02], [0.16, -1.91, -2.07], [0.93, 0.12, -0.80], [2.19, 0.08, -0.33], [0.66, 2.50, 0.91], [4.07, 1.46, -0.44], [-1.20, 1.78, 2.42], [2.07, 1.90, -1.58], [-1.52, -2.21, -0.18], [-3.58, -0.70, 1.63], [-2.58, -2.04, 1.98], [-2.54, -0.72, 3.04], [1.19, -2.20, -2.16], [-0.68, -2.71, -1.90], [0.01, -1.49, -3.11], [2.47, -0.39, 0.45], [0.06, 1.57, -2.05], [0.91, 3.48, 1.20]], "total_charge": 1, "e_homo_ev": [-10.31, -14.27], "energy_ev": -20093.406, "spin_multiplicity": 3, "s_squared": 2.011}

---

Number 2 is which compound?
C9H10N2NiS